{"formula": "C24H36F16N2O25S4V", "method": "the ωB97M-V functional and the def2-TZVPD basis", "elements": ["V", "S", "S", "S", "S", "F", "F", "F", "F", "F", "F", "F", "F", "F", "F", "F", "F", "F", "F", "F", "F", "O", "O", "O", "O", "O", "O", "O", "O", "O", "O", "O", "O", "O", "O", "O", "O", "O", "O", "O", "O", "O", "O", "O", "O", "O", "N", "N", "C", "C", "C", "C", "C", "C", "C", "C", "C", "C", "C", "C", "C", "C", "C", "C", "C", "C", "C", "C", "C", "C", "C", "C", "H", "H", "H", "H", "H", "H", "H", "H", "H", "H", "H", "H", "H", "H", "H", "H", "H", "H", "H", "H", "H", "H", "H", "H", "H", "H", "H", "H", "H", "H", "H", "H", "H", "H", "H", "H"], "positions_angstrom": [[7.38, 13.12, 17.93], [8.52, 11.52, 20.67], [5.75, 13.82, 15.16], [7.41, 9.93, 18.77], [4.27, 12.26, 16.84], [4.97, 16.00, 16.50], [5.56, 10.68, 15.12], [5.70, 9.50, 12.15], [10.64, 11.00, 19.17], [6.24, 8.52, 20.76], [3.54, 11.16, 14.48], [10.58, 13.02, 19.96], [2.17, 15.76, 13.93], [5.55, 10.56, 20.60], [5.21, 16.28, 14.39], [4.92, 9.13, 19.15], [7.10, 14.38, 9.68], [6.97, 16.13, 15.62], [4.61, 20.29, 14.65], [3.85, 9.75, 16.09], [11.10, 11.37, 21.24], [6.84, 9.79, 17.45], [6.23, 19.24, 11.80], [-0.48, 14.68, 13.60], [8.47, 8.99, 19.07], [4.14, 7.86, 10.63], [8.54, 15.03, 18.48], [6.27, 13.91, 19.67], [9.07, 12.74, 16.58], [0.36, 15.98, 15.18], [5.44, 21.05, 12.73], [-1.74, 16.33, 14.43], [6.18, 15.50, 11.45], [4.15, 16.42, 11.71], [8.22, 12.83, 21.24], [10.69, 16.36, 14.06], [4.60, 13.69, 14.29], [6.98, 13.42, 14.53], [6.80, 21.24, 10.94], [8.41, 10.39, 21.55], [3.03, 12.95, 16.60], [4.39, 11.52, 18.08], [4.37, 14.23, 11.23], [4.46, 8.64, 8.53], [4.43, 10.03, 10.31], [9.32, 11.28, 14.19], [7.73, 11.45, 19.09], [5.67, 13.10, 16.73], [5.80, 15.25, 19.88], [11.01, 17.72, 13.79], [8.37, 10.56, 13.42], [0.63, 13.97, 14.17], [1.39, 15.11, 14.87], [4.83, 15.46, 11.47], [6.24, 20.60, 11.75], [4.29, 8.81, 9.67], [10.36, 11.74, 20.23], [9.45, 16.01, 13.46], [5.74, 18.81, 13.06], [6.71, 14.25, 10.98], [9.10, 17.08, 12.45], [4.78, 19.97, 13.34], [10.43, 13.08, 16.78], [9.79, 18.29, 13.12], [-0.73, 15.73, 14.41], [5.73, 15.71, 15.45], [5.51, 13.35, 11.18], [5.94, 9.48, 19.91], [4.29, 10.86, 15.55], [9.05, 16.17, 17.74], [4.45, 9.77, 11.69], [3.60, 8.53, 11.78], [10.78, 13.90, 16.14], [9.06, 18.73, 13.81], [5.33, 12.66, 10.35], [2.55, 8.77, 11.59], [8.03, 17.14, 12.28], [2.07, 14.73, 15.63], [7.71, 11.16, 12.78], [0.17, 13.32, 14.93], [11.25, 18.23, 14.73], [4.71, 15.24, 19.72], [10.68, 13.28, 17.81], [11.87, 17.88, 13.13], [8.85, 9.71, 12.94], [1.06, 13.29, 13.45], [4.01, 10.61, 12.23], [5.77, 13.36, 20.29], [7.59, 14.07, 11.59], [8.69, 15.36, 19.38], [3.70, 8.00, 12.72], [11.07, 12.26, 16.43], [8.21, 16.84, 17.53], [10.04, 11.45, 13.57], [9.77, 16.77, 18.30], [9.45, 14.99, 13.08], [9.46, 15.81, 16.80], [9.98, 19.11, 12.43], [5.24, 17.86, 12.90], [6.13, 15.91, 19.08], [6.48, 18.91, 13.86], [7.60, 10.08, 14.04], [6.05, 15.55, 20.89], [5.53, 12.86, 12.15], [3.80, 19.88, 12.87], [9.02, 12.43, 15.65], [8.71, 16.05, 14.27], [9.49, 16.76, 11.48]], "e_lumo_ev": [-0.624, -0.535], "gap_ev": [8.861, 9.739], "homo_energy_ev": [-9.5, -10.3], "e_tot_ha": -7061.1904, "multiplicity": 4, "e_above_lowest_kj_mol": 0.00, "s_squared": 3.75, "total_charge": 0}